1.
DFT (ωB97M-V/def2-TZVPD) results for C7H12N2 in the gas phase at a distorted geometry.

LUMO level in hartree: 0.0395
HOMO-LUMO gap in eV: 9.90
Energy above the lowest of the compared OMol25 structures with the same formula, charge and spin in eV: 5.6429
HOMO in eV: -8.82
Largest force on an atom in eV/Å: 5.83
Total energy in hartree: -383.21584
SMILES string: CN1C[C@H]2CN3C[C@H]3[C@@H]21

Each line ends with the Mulliken charge.
CARTESIAN COORDINATES (ANGSTROEM)
C1 -2.0452 -1.1274 -0.5016  -0.888
N1 -1.6688 -0.2700 0.6226  -0.330
C2 -1.6923 1.1683 0.2053  -0.381
C3 -0.1551 1.0578 -0.2821  -0.132
C4 1.3294 1.4198 -0.1892  -0.551
N2 1.8742 0.0451 -0.7254  -0.457
C5 2.4543 -0.8533 0.4475  -0.499
C6 1.0024 -0.9802 -0.0053  0.047
C7 -0.2289 -0.2289 0.5958  -0.392
H1 -3.1974 -1.1840 -0.5095  0.302
H2 -1.8196 -2.1409 -0.3350  0.349
H3 -1.5263 -0.7949 -1.4518  0.312
H4 -2.4639 1.4088 -0.6022  0.325
H5 -1.6284 1.8332 1.1688  0.258
H6 -0.1287 0.6078 -1.2492  0.330
H7 1.5927 1.5690 0.9797  0.184
H8 1.7404 2.1633 -0.8284  0.367
H9 2.8151 -0.1554 1.3883  0.164
H10 3.1582 -1.5379 0.1566  0.317
H11 0.6414 -1.8502 -0.5489  0.331
H12 -0.0536 -0.1502 1.6640  0.344

Force components x, y, z for each atom (eV/Å):
C -2.712 1.212 -0.651
N -1.085 -1.159 -2.203
C 1.075 1.787 0.797
C -0.691 -1.611 1.327
C 0.061 -1.441 2.887
N -0.169 -0.853 2.387
C -2.653 4.953 1.543
C -0.130 0.057 -0.165
C 3.820 1.555 1.466
H 1.624 0.548 -0.772
H 0.866 -1.270 0.528
H -1.111 -0.449 0.595
H 0.946 0.017 1.452
H -1.008 -1.075 -1.887
H -0.812 0.036 -1.085
H -0.210 -0.029 -2.751
H 0.183 0.698 -0.317
H -1.344 -2.142 -2.272
H 1.491 -1.646 -0.787
H 0.887 -0.152 -0.394
H 0.972 0.966 0.302


2.
DFT (ωB97M-V/def2-TZVPD) results for C22H26FN3O4S in the gas phase.

LUMO level in hartree: 0.0140
HOMO-LUMO gap in eV: 8.43
Energy above the lowest of the compared OMol25 structures with the same formula, charge and spin in eV: 1.6707
HOMO in eV: -8.05
Largest force on an atom in eV/Å: 0.84
Total energy in hartree: -1817.21006
SMILES string: O=C(c1ccc(S(=O)(=O)NC[C@H]2CCCO2)cc1)N1CCN(c2ccccc2F)CC1

Each line ends with the Mulliken charge.
CARTESIAN COORDINATES (ANGSTROEM)
O1 1.1132 3.0617 0.6443  -0.659
C1 1.2456 1.8951 0.3232  0.241
C2 0.0688 0.9637 0.3136  0.272
C3 -0.4193 0.4539 -0.8867  -0.117
C4 -1.5603 -0.3297 -0.8905  -0.395
C5 -2.1990 -0.5983 0.3040  0.023
S1 -3.7096 -1.5622 0.2958  1.321
O2 -3.8562 -2.2128 1.5626  -0.735
O3 -3.7573 -2.3362 -0.9082  -0.684
N1 -4.9228 -0.4385 0.2005  -0.177
C6 -5.0355 0.3386 -1.0080  -0.897
C7 -6.4868 0.8026 -1.2108  0.030
C8 -7.4632 -0.3796 -1.3146  -0.608
C9 -8.6578 0.0849 -0.4848  -0.596
C10 -7.9652 0.9461 0.5676  -0.387
O4 -6.9107 1.6023 -0.1142  -0.490
C11 -1.7334 -0.0924 1.5013  -0.732
C12 -0.5969 0.6979 1.5057  -0.705
N2 2.4267 1.3776 -0.0832  0.064
C13 2.7204 -0.0270 -0.2472  -0.484
C14 3.7136 -0.4811 0.8393  -1.069
N3 4.9167 0.3216 0.7980  0.075
C15 5.9939 -0.0610 0.0124  0.653
C16 6.6989 0.8298 -0.8060  -0.350
C17 7.8105 0.4366 -1.5275  -0.898
C18 8.2661 -0.8676 -1.4737  -0.432
C19 7.6011 -1.7739 -0.6661  -0.568
C20 6.5046 -1.3668 0.0619  0.548
F1 5.9255 -2.2950 0.8700  -0.338
C21 4.5950 1.7202 0.9737  -1.220
C22 3.6092 2.2159 -0.0931  -0.673
H1 0.0903 0.6786 -1.8120  0.495
H2 -1.9567 -0.7514 -1.8004  0.516
H3 -5.0548 0.0889 1.0483  0.315
H4 -4.7470 -0.3230 -1.8264  0.470
H5 -4.3732 1.2150 -0.9942  0.330
H6 -6.5191 1.4375 -2.1069  0.401
H7 -7.7222 -0.6025 -2.3467  0.402
H8 -7.0029 -1.2583 -0.8622  0.221
H9 -9.2195 -0.7361 -0.0470  0.355
H10 -9.3282 0.6985 -1.0881  0.268
H11 -8.6057 1.7167 1.0004  0.349
H12 -7.5638 0.3151 1.3732  0.221
H13 -2.2599 -0.3352 2.4108  0.470
H14 -0.2211 1.1149 2.4277  0.483
H15 1.8060 -0.6153 -0.1796  0.534
H16 3.1734 -0.1795 -1.2349  0.186
H17 3.9370 -1.5349 0.7001  0.455
H18 3.2505 -0.3528 1.8237  0.290
H19 6.3733 1.8540 -0.8894  0.263
H20 8.3179 1.1612 -2.1463  0.387
H21 9.1281 -1.1769 -2.0424  0.378
H22 7.9308 -2.7969 -0.5746  0.427
H23 5.5054 2.3182 0.9744  0.583
H24 4.1214 1.8226 1.9566  0.383
H25 3.2945 3.2397 0.1144  0.481
H26 4.0634 2.1643 -1.0884  0.325

Force components x, y, z for each atom (eV/Å):
O -0.177 0.170 0.180
C -0.061 -0.035 -0.079
C -0.303 0.063 -0.027
C 0.014 0.059 0.195
C 0.016 -0.036 -0.171
C -0.500 -0.404 -0.054
S -0.389 0.183 0.238
O 0.151 0.321 0.117
O 0.157 0.293 -0.158
N 0.443 -0.681 0.195
C -0.268 0.501 -0.461
C 0.353 -0.327 -0.418
C 0.014 0.169 0.060
C 0.167 0.151 0.069
C -0.368 -0.141 0.165
O 0.265 0.091 0.080
C 0.053 0.010 0.169
C 0.032 0.003 -0.127
N 0.179 0.012 -0.139
C 0.128 -0.462 0.270
C -0.378 -0.207 -0.384
N 0.025 -0.055 0.438
C 0.256 -0.160 -0.083
C -0.114 -0.048 0.057
C 0.134 -0.032 -0.079
C 0.001 0.054 -0.008
C -0.146 0.041 0.062
C 0.061 -0.132 -0.096
F 0.042 0.240 -0.040
C -0.068 0.207 -0.208
C 0.185 0.355 0.188
H 0.059 -0.005 -0.095
H 0.017 -0.019 -0.156
H 0.069 0.014 0.288
H -0.055 0.174 -0.144
H -0.031 -0.108 -0.044
H 0.037 -0.123 0.096
H 0.027 -0.039 -0.042
H -0.062 -0.051 -0.053
H -0.070 -0.033 0.008
H -0.049 -0.001 0.030
H 0.032 -0.092 0.025
H -0.074 0.058 -0.023
H 0.007 0.008 0.168
H 0.016 0.046 0.092
H 0.115 0.026 -0.060
H -0.062 -0.058 0.046
H 0.027 0.059 0.056
H -0.027 -0.046 -0.038
H -0.085 0.080 0.016
H 0.040 0.067 -0.048
H 0.087 -0.034 -0.054
H 0.004 -0.114 0.038
H -0.034 0.004 0.034
H 0.031 0.067 -0.053
H 0.080 -0.107 -0.081
H -0.001 0.024 0.045


3.
DFT (ωB97M-V/def2-TZVPD) results for a 25-piece molecular cluster, C20H71Br2IN2O26PS overall at a distorted geometry.

LUMO level in hartree: 0.0234
HOMO-LUMO gap in eV: 6.96
Net charge: -1
HOMO in eV: -6.32
Largest force on an atom in eV/Å: 2.49
Total energy in hartree: -9055.76974

Each line ends with the Mulliken charge.
CARTESIAN COORDINATES (ANGSTROEM)
C1 5.1374 3.0974 -0.8318  -0.993
C2 5.2353 1.8838 0.1393  -0.296
C3 4.8753 2.2156 1.6153  -1.169
C4 3.5952 3.0590 1.8113  -0.353
C5 2.3131 2.2183 2.1191  -1.040
C6 1.1065 2.6122 1.2771  0.421
C7 0.7229 3.9264 1.1522  0.887
C8 1.4438 5.0924 1.8722  -0.045
O1 1.9885 5.9756 1.1521  -0.802
O2 1.4410 5.0379 3.1063  -0.750
C9 -0.3931 4.3081 0.3229  0.693
P1 -0.9177 6.0475 0.0841  0.355
S1 -2.8536 6.3336 0.1864  -0.486
C10 -1.1015 3.3344 -0.3207  -0.501
C11 -0.7888 1.9451 -0.2082  -0.711
N1 -1.5948 1.0716 -0.8771  -0.153
C12 -1.2011 -0.1691 -0.6901  1.290
C13 -2.0093 -1.2836 -1.4314  -0.698
I1 -3.4065 -0.3510 -2.8015  0.033
C14 -2.8398 -2.1836 -0.4592  -0.412
C15 -2.7166 -3.6589 -0.9309  -0.952
C16 -0.0667 -0.5791 0.1127  -0.961
C17 0.3271 -2.0424 0.2152  -0.432
Br1 -0.3665 -3.2554 1.5471  -0.064
C18 1.2196 -2.4934 -0.6733  0.545
C19 1.8884 -1.6589 -1.7465  -1.325
Br2 1.7813 -4.3569 -0.6390  -0.187
N2 0.6996 0.2886 0.7479  -0.154
C20 0.3336 1.5982 0.5865  -0.281
H1 5.5542 4.0298 -0.4220  0.245
H2 5.5519 2.9009 -1.8203  0.447
H3 4.0574 3.3050 -0.9895  0.363
H4 4.6664 1.0144 -0.2478  0.053
H5 6.2921 1.5514 0.1422  0.353
H6 4.8891 1.2743 2.1972  0.343
H7 5.7140 2.8236 2.0107  0.401
H8 3.3600 3.7333 0.9774  -0.004
H9 3.7599 3.7083 2.6904  0.416
H10 1.9880 2.2956 3.1747  0.367
H11 2.5882 1.1562 1.9835  0.885
H12 -0.5007 6.4102 -1.2236  0.039
H13 -0.1996 6.8910 0.9570  0.130
H14 -1.9501 3.6308 -0.9531  0.436
H15 -1.3224 -1.8959 -2.0385  0.591
H16 -2.5952 -2.0333 0.6008  0.285
H17 -3.8989 -1.8961 -0.5756  0.540
H18 -1.6857 -4.0371 -0.8407  0.251
H19 -3.4371 -4.3307 -0.4387  0.370
H20 -2.9854 -3.6710 -2.0060  0.188
H21 1.5983 -0.5994 -1.7375  0.312
H22 2.9775 -1.7058 -1.5589  0.452
H23 1.7039 -2.0364 -2.7681  0.272
O3 0.6591 -5.2361 -4.0445  -0.615
H24 0.8156 -5.0385 -3.1128  0.312
H25 0.5160 -4.3736 -4.4463  0.305
O4 7.1236 1.1753 -2.1985  -0.548
H26 7.2929 0.2443 -2.3783  0.258
H27 7.7160 1.6393 -2.8001  0.272
O5 1.4501 -0.1132 4.1306  -0.639
H28 1.1056 -0.0109 3.2350  0.367
H29 2.3014 0.3339 4.1049  0.292
O6 -5.1354 -3.5450 -3.8185  -0.592
H30 -6.0981 -3.5543 -3.8041  0.271
H31 -4.9126 -2.7568 -4.3296  0.299
O7 -0.8425 -4.3258 5.2300  -0.638
H32 -0.6646 -4.2333 4.2899  0.211
H33 -1.0281 -3.4181 5.5108  0.382
O8 -2.1671 0.4129 -6.1681  -0.618
H34 -2.6532 0.5206 -5.3371  0.255
H35 -1.2858 0.7392 -5.9608  0.301
O9 1.6169 6.3580 -2.6392  -0.649
H36 1.7804 6.5709 -1.7099  0.314
H37 1.5249 7.2172 -3.0639  0.311
O10 -5.2895 2.7581 -2.3281  -0.617
H38 -4.5392 2.3306 -1.8979  0.292
H39 -5.4300 2.2342 -3.1241  0.305
O11 -7.1707 3.0533 -5.1615  -0.641
H40 -7.0233 3.2658 -4.2322  0.339
H41 -7.2737 3.9127 -5.5820  0.309
O12 -1.5945 -2.8586 7.8043  -0.611
H42 -1.9104 -3.7679 7.7733  0.301
H43 -2.0736 -2.4743 8.5464  0.295
O13 -4.1323 -1.5291 -7.9366  -0.626
H44 -3.6937 -0.9354 -7.3116  0.285
H45 -3.4092 -2.0488 -8.3154  0.341
O14 -0.7210 -1.4134 5.5660  -0.569
H46 -1.2022 -1.3004 6.3932  0.252
H47 0.1708 -1.1025 5.7636  0.289
O15 -4.0785 -2.9847 6.1245  -0.632
H48 -4.4223 -2.8841 5.2314  0.287
H49 -3.2252 -2.5359 6.1029  0.371
O16 -5.8438 -3.9538 -8.4052  -0.608
H50 -5.3500 -3.1868 -8.0787  0.337
H51 -5.2740 -4.7027 -8.2094  0.300
O17 -3.1722 -4.3504 -6.0931  -0.476
H52 -3.6279 -4.3252 -5.2446  0.260
H53 -2.2773 -4.0564 -5.8960  0.257
O18 0.1284 -7.0391 1.7019  -0.667
H54 0.2719 -6.8188 2.6306  0.338
H55 0.0106 -6.1876 1.2661  0.238
O19 -1.7592 -3.8418 10.3455  -0.628
H56 -0.8543 -4.1789 10.2825  0.360
H57 -2.2978 -4.6350 10.4303  0.300
O20 5.0770 6.2625 0.9488  -0.591
H58 4.1090 6.2073 1.0159  0.342
H59 5.2258 7.0195 0.3753  0.271
O21 0.2891 -5.0091 11.7942  -0.646
H60 -0.1918 -4.8927 12.6202  0.318
H61 1.1789 -4.6995 11.9943  0.313
O22 7.8407 4.7251 -1.1675  -0.602
H62 8.0113 4.9666 -0.2506  0.298
H63 7.6855 5.5657 -1.6084  0.286
O23 -3.2926 7.9875 3.6427  -0.653
H64 -3.2931 7.6242 2.7483  0.307
H65 -2.8347 7.3202 4.1634  0.318
O24 -0.1075 -9.7355 2.8830  -0.620
H66 0.5703 -10.2789 2.4707  0.310
H67 -0.0007 -8.8700 2.4663  0.390
O25 5.0930 4.6340 -3.1662  -0.529
H68 5.2224 4.7168 -4.1171  0.243
H69 4.8921 5.5308 -2.8772  0.266
O26 -2.6663 -3.9279 -8.9846  -0.606
H70 -3.0437 -4.4115 -8.2379  0.271
H71 -1.7936 -4.3164 -9.1007  0.287

Force components x, y, z for each atom (eV/Å):
C -1.293 -0.495 0.556
C 0.793 0.313 -0.053
C 0.351 0.516 -0.725
C -0.430 -0.144 1.253
C 0.151 -0.285 -0.047
C -0.175 -0.559 -0.288
C -0.194 1.046 -0.352
C 0.770 -0.201 0.650
O -0.287 -0.255 -0.713
O -0.317 -0.166 -0.113
C 0.796 -0.758 0.323
P -0.526 0.361 -0.200
S -0.155 -0.106 0.140
C -0.693 0.207 -0.495
C -0.236 1.931 0.020
N 1.948 -0.814 1.326
C -0.971 -1.317 -1.110
C 0.337 0.644 1.151
I 0.247 -0.362 -0.123
C -0.489 -0.560 -0.867
C -0.287 0.424 -0.407
C -0.347 0.062 0.591
C 0.381 -0.144 -0.583
Br 0.183 1.014 -0.081
C -0.190 -0.216 -0.060
C 0.468 -0.183 -0.007
Br -0.070 0.848 -0.257
N -1.177 -0.167 -0.653
C 0.650 0.142 0.614
H 0.044 -0.528 -0.053
H 0.066 -0.095 0.541
H 0.481 0.009 -0.065
H -0.008 0.467 0.139
H -0.470 0.021 -0.004
H -0.307 0.409 -0.047
H -0.312 -0.281 -0.190
H 0.516 -0.300 0.134
H -0.102 -0.116 -0.502
H 0.337 0.328 -0.400
H -0.430 0.418 -0.295
H 0.358 -0.250 0.492
H 0.093 -0.469 -0.216
H 0.246 -0.314 0.307
H -0.366 0.279 0.166
H 0.200 -0.002 -0.438
H 0.432 -0.105 0.271
H -0.427 0.054 0.100
H 0.444 0.238 0.048
H 0.109 -0.084 0.438
H -0.030 -0.407 0.248
H -0.432 0.073 -0.232
H 0.042 -0.099 0.504
O -0.062 0.136 0.022
H 0.035 -0.072 0.012
H 0.043 -0.030 -0.027
O 0.250 -0.316 -0.281
H -0.028 0.007 0.051
H -0.048 0.152 0.103
O 0.079 -0.162 0.125
H -0.024 -0.032 0.014
H -0.029 0.018 -0.009
O 0.135 0.035 -0.151
H 0.023 -0.097 -0.039
H -0.041 0.063 0.107
O -0.156 -0.240 -0.076
H 0.038 0.046 0.072
H 0.336 0.218 0.011
O -0.162 -0.020 0.157
H 0.162 -0.043 -0.139
H -0.002 0.008 -0.084
O 0.093 0.227 0.072
H 0.062 -0.227 0.070
H -0.036 -0.038 -0.019
O -0.084 -0.054 -0.132
H -0.019 0.080 0.046
H 0.093 -0.021 0.019
O 0.027 0.029 0.166
H -0.056 0.054 -0.017
H 0.038 -0.039 -0.038
O -0.176 0.382 -0.329
H 0.044 0.002 -0.015
H 0.106 -0.255 0.184
O 0.144 0.030 0.136
H -0.022 -0.025 -0.118
H -0.029 -0.075 -0.078
O -0.231 0.145 0.034
H 0.100 -0.198 0.066
H 0.055 0.054 -0.401
O -0.063 0.117 -0.111
H -0.021 -0.045 0.029
H 0.042 -0.113 0.129
O 0.006 -0.033 0.119
H -0.039 0.139 -0.048
H -0.083 -0.015 0.010
O 0.214 -0.015 -0.075
H -0.322 -0.108 0.098
H -0.017 -0.007 -0.035
O 0.080 0.055 0.252
H 0.011 0.129 -0.053
H -0.004 -0.021 -0.082
O -0.265 -0.134 0.036
H -0.104 0.092 0.204
H -0.007 0.035 0.039
O 0.030 0.106 -0.146
H -0.236 -0.125 0.181
H -0.018 0.016 0.055
O 0.335 -0.094 0.190
H -0.109 0.056 -0.096
H 0.014 -0.052 -0.085
O 0.385 0.154 -0.016
H -0.118 -0.073 0.018
H -0.104 -0.066 -0.027
O -0.020 -0.043 0.030
H 0.041 -0.032 -0.111
H 0.021 0.024 -0.030
O 0.124 0.030 0.027
H -0.026 -0.007 0.024
H -0.162 -0.140 -0.181
O 0.152 0.382 -0.525
H -0.065 -0.001 0.018
H -0.169 -0.093 0.101
O 0.118 -0.076 0.015
H 0.007 0.132 0.161
H -0.007 0.057 -0.067